No. 1
The following is a DFT calculation (wB97M-V/def2-TZVPD) of a structure of composition C27H34N5NiS5Sb.

XYZ file:
```
73
Properties=species:S:1:pos:R:3:forces:R:3:mulliken_charge:R:1
Ni 0.2322 1.3748 -2.4329 0.0 0.0 0.0 -0.23
S 0.4162 -1.9094 -5.9834 0.0 0.0 0.0 -0.77
Sb -0.4893 0.1194 -5.3692 0.0 0.0 0.0 0.89
S -1.4410 -0.0016 -3.1894 0.0 0.0 0.0 -0.62
S 1.1386 1.5824 -4.4375 0.0 0.0 0.0 -0.48
S -1.8501 1.1002 -6.9192 0.0 0.0 0.0 -0.75
C -0.3164 -1.3544 3.7656 0.0 0.0 0.0 -1.12
C -0.3238 0.1471 3.7981 0.0 0.0 0.0 1.10
C -0.7817 0.8482 4.9027 0.0 0.0 0.0 -0.73
C -0.8258 2.2369 4.9259 0.0 0.0 0.0 -0.71
C -0.4101 2.9378 3.8047 0.0 0.0 0.0 -1.15
C 0.0525 2.2656 2.6845 0.0 0.0 0.0 -0.50
C 0.1113 0.8700 2.6740 -0.1 0.0 0.0 0.83
N 0.6027 0.1746 1.5752 0.1 0.0 0.0 0.36
C 0.7333 0.8350 0.3309 0.0 0.0 0.0 -1.15
N 1.9254 1.4487 0.1899 0.0 0.0 0.0 0.11
C 2.1366 2.6009 -0.6153 0.0 0.0 0.0 0.43
C 1.4219 2.7425 -1.8050 0.0 0.0 0.0 -0.13
C 1.6176 3.9657 -2.4665 0.0 0.0 0.0 -0.19
C 2.4881 4.9372 -1.9976 0.0 0.0 0.0 -1.00
C 3.2132 4.7232 -0.8311 0.0 0.0 0.0 -0.67
C 3.0408 3.5498 -0.1140 0.0 0.0 0.0 0.97
C 3.7954 3.3161 1.1703 0.0 0.0 0.0 -1.43
N -0.1983 0.8956 -0.5566 0.0 0.0 0.0 1.18
C -1.5009 0.4438 -0.1923 0.0 0.0 0.0 -1.61
C -1.7672 -0.9033 0.0094 0.0 0.0 0.0 1.47
C -3.0384 -1.3249 0.3648 0.0 0.0 0.0 -0.81
C -4.0552 -0.3923 0.5034 0.0 0.0 0.0 -0.85
C -3.7918 0.9484 0.2615 0.0 0.0 0.0 -1.05
C -2.5237 1.3896 -0.0996 0.0 0.0 0.0 1.37
C -2.2601 2.8258 -0.4418 0.0 0.0 0.0 -1.28
H -0.6366 -1.7628 4.7242 0.0 0.0 0.0 0.38
H 0.6725 -1.7565 3.5303 0.0 0.0 0.0 0.33
H -0.9984 -1.7271 2.9941 0.0 0.0 0.0 0.03
H -1.1210 0.2846 5.7657 0.0 0.0 0.0 0.35
H -1.1926 2.7590 5.8005 0.0 0.0 0.0 0.37
H -0.4514 4.0201 3.7892 0.0 0.0 0.0 0.43
H 0.3603 2.8244 1.8086 0.0 0.0 0.0 0.49
H 0.3831 -0.8097 1.5020 0.0 0.0 0.0 -0.30
H 2.5717 1.2487 0.9327 0.0 0.0 0.0 0.45
H 1.0916 4.1331 -3.3981 0.0 0.0 0.0 0.51
H 2.6189 5.8607 -2.5518 0.0 0.0 0.0 0.35
H 3.9088 5.4725 -0.4659 0.0 0.0 0.0 0.28
H 4.4276 4.1746 1.3986 0.0 0.0 0.0 0.37
H 4.4483 2.4385 1.1107 0.0 0.0 0.0 0.35
H 3.1213 3.1639 2.0195 0.0 0.0 0.0 0.22
H -0.9727 -1.6194 -0.1543 0.0 0.0 0.0 -0.05
H -3.2343 -2.3819 0.5039 0.0 0.0 0.0 0.50
H -5.0564 -0.7086 0.7706 0.0 0.0 0.0 0.37
H -4.5927 1.6761 0.3347 0.0 0.0 0.0 0.38
H -3.1490 3.4330 -0.2661 0.0 0.0 0.0 0.46
H -1.9768 2.9033 -1.4953 0.0 0.0 0.0 0.17
H -1.4305 3.2360 0.1374 0.0 0.0 0.0 0.16
C -0.1626 -5.8037 -0.9347 0.0 0.0 0.0 -1.16
N -0.2987 -4.5295 -0.2455 0.0 0.0 0.0 0.35
C -0.6356 -4.7051 1.1516 0.0 0.0 0.0 -0.85
C 0.6346 -3.5398 -0.5760 -0.1 0.1 0.0 0.17
S 1.6753 -2.9036 0.6017 0.0 0.0 0.0 -0.39
N 0.6177 -3.1240 -1.8332 0.0 0.0 0.0 0.33
C -0.4647 -3.4172 -2.7764 0.0 0.0 0.0 -0.63
C 1.6364 -2.2093 -2.3525 0.1 0.0 0.0 -1.00
H 0.5401 -6.4574 -0.3988 0.0 0.0 0.0 0.36
H 0.2036 -5.6638 -1.9455 0.0 0.0 0.0 0.41
H -1.1317 -6.3050 -0.9870 0.0 0.0 0.0 0.34
H -1.5292 -5.3322 1.2015 0.0 0.0 0.0 0.36
H -0.8523 -3.7433 1.6098 0.0 0.0 0.0 0.02
H 0.1714 -5.1797 1.7230 0.0 0.0 0.0 0.33
H -1.3416 -3.7631 -2.2356 0.0 0.0 0.0 0.30
H -0.1476 -4.1553 -3.5163 0.0 0.0 0.0 0.32
H -0.7002 -2.4974 -3.3079 0.0 0.0 0.0 -0.12
H 2.6042 -2.4664 -1.9284 0.0 0.0 0.0 0.37
H 1.3983 -1.1708 -2.1101 -0.1 0.0 0.1 0.12
H 1.6388 -2.2893 -3.4401 0.0 0.0 0.0 0.31
```
Forces are in eV/Å.

As for the net charge: -2. Its gap between HOMO and LUMO is 5.39 eV. The value obtained for the energy above the lowest of the compared OMol25 structures with the same formula, charge and spin is 0.8 kJ/mol.


No. 2
The following is a DFT calculation (wB97M-V/def2-TZVPD) of the molecule C7H8ClNOS.

XYZ file:
```
19
Properties=species:S:1:pos:R:3:forces:R:3:nbo_charge:R:1
C 2.7466 -0.4745 0.8571 2.1 -1.7 -0.2 -0.64
C 1.5734 -0.1135 -0.0167 -0.8 2.2 1.1 -0.13
Cl 2.1766 0.8023 -1.4451 0.2 0.2 -0.4 -0.06
C 0.8243 -1.2720 -0.4832 -0.6 0.2 0.1 -0.33
C -0.5139 -1.3128 -0.5822 -2.1 -2.7 -1.1 0.05
N -1.4258 -0.2655 -0.4283 2.6 1.2 -0.1 -0.47
C -2.7765 0.1198 -0.2238 2.1 -1.1 -0.8 0.71
O -3.7258 -0.5186 -0.4585 -2.4 -0.6 0.0 -0.52
C -2.3138 1.4496 0.2712 -1.4 4.2 1.1 -0.52
C -0.9387 1.1119 -0.2185 1.9 -0.9 -0.1 -0.14
S 0.4732 1.0261 1.0225 -0.3 0.1 -1.3 0.18
H 3.5387 0.3545 0.9061 -1.1 -1.4 -0.4 0.25
H 3.1785 -1.5433 0.4159 -0.6 3.0 1.2 0.22
H 2.4440 -0.6515 1.9041 -0.1 -0.2 -0.5 0.24
H 1.5685 -2.0233 -0.7181 -1.0 -0.9 -0.2 0.23
H -1.0769 -2.2781 -0.8541 1.2 1.4 0.4 0.23
H -2.6625 2.5081 -0.1513 0.1 -2.6 0.9 0.24
H -2.4593 1.4533 1.4009 0.4 0.1 -1.3 0.26
H -0.6307 1.6274 -1.1981 -0.3 -0.7 1.6 0.23
```
Forces are in eV/Å.

Its SMILES is C[C@@]1(Cl)C=CN2C(=O)C[C@H]2S1. As for the net charge: 0. Its gap between HOMO and LUMO is 9.52 eV. The value obtained for the energy above the lowest of the compared OMol25 structures with the same formula, charge and spin is 0.0 kJ/mol.


No. 3
The following is a DFT calculation (wB97M-V/def2-TZVPD) of a cluster of 3 separate species, C19H24F16N2O4 in total.

XYZ file:
```
65
Properties=species:S:1:pos:R:3:forces:R:3:nbo_charge:R:1
H 3.5729 1.8212 3.2294 0.0 0.0 0.0 0.33
N 3.2446 2.6288 2.7011 0.0 0.0 -0.3 -0.63
C 3.0815 2.3345 1.4745 0.1 0.1 0.1 0.33
C 2.5915 3.4085 0.5195 -0.1 -0.5 0.1 -0.69
C 3.3048 0.9514 0.8917 -0.1 -0.3 0.4 -0.48
C 1.9796 0.3544 0.4219 -0.1 0.0 0.2 -0.32
C 1.1982 -0.5437 1.3939 -0.1 0.7 -0.4 -0.41
C 0.1447 -1.2198 0.4693 0.0 -0.5 0.2 -0.05
C -1.2902 -0.7600 0.7024 0.0 0.3 0.1 -0.42
C -1.5567 0.7027 0.3643 -0.2 0.1 0.1 -0.07
O -2.8318 1.1417 0.8437 0.1 0.0 -0.2 -0.72
N 0.6563 -1.0681 -0.9092 0.1 0.3 0.4 -0.66
C 1.9241 -0.4288 -0.8686 -0.1 -0.4 0.1 0.71
O 2.7787 -0.5456 -1.7022 -0.1 0.4 -0.2 -0.54
H 1.5252 3.5903 0.6898 0.2 0.1 0.0 0.23
H 3.1376 4.3365 0.6834 -0.1 0.0 0.0 0.25
H 2.6970 3.0804 -0.5172 0.1 0.1 0.0 0.22
H 4.0243 0.9817 0.0694 -0.1 0.1 -0.1 0.25
H 3.7231 0.3136 1.6792 0.1 0.0 -0.2 0.21
H 1.2768 1.1701 0.2091 0.2 0.1 -0.1 0.22
H 1.8266 -1.2893 1.8832 0.0 0.1 0.0 0.22
H 0.7382 0.1088 2.1422 0.0 -0.4 0.2 0.21
H 0.1693 -2.2933 0.6798 -0.1 0.1 0.0 0.21
H -2.0035 -1.3909 0.1642 0.1 0.0 0.0 0.22
H -1.5021 -0.8945 1.7705 0.0 -0.1 -0.1 0.21
H -0.7774 1.3478 0.7875 0.0 0.0 -0.1 0.16
H -1.5916 0.8635 -0.7152 0.1 0.0 0.1 0.18
H -2.7526 1.2921 1.7883 -0.1 -0.1 0.1 0.46
H 0.0178 -0.6247 -1.5550 0.1 -0.3 -0.3 0.39
F -0.5756 -7.7923 1.7269 0.1 0.2 0.0 -0.32
C -1.1552 -8.6907 0.9083 -0.1 -0.1 0.0 0.52
F -0.8665 -9.9274 1.3705 0.0 0.0 0.0 -0.32
C -0.6153 -8.5667 -0.5206 0.2 0.1 0.0 0.60
F 0.6995 -8.8606 -0.5404 0.0 0.0 0.0 -0.31
F -1.2742 -9.5390 -1.2190 -0.1 0.0 0.0 -0.33
C -0.8817 -7.2611 -1.2879 -0.3 0.2 -0.4 -0.13
O 0.1757 -6.3247 -1.3618 0.3 -0.3 0.3 -0.51
C 0.3239 -5.2980 -0.4752 -0.1 0.0 -0.2 0.85
F -0.6960 -5.2171 0.3991 0.0 -0.1 0.1 -0.32
F 0.3371 -4.1444 -1.1758 -0.1 0.1 -0.1 -0.32
C 1.6769 -5.3679 0.2432 0.1 0.0 0.0 0.50
F 1.7790 -6.5069 0.9516 -0.1 0.0 0.0 -0.32
F 1.7604 -4.3217 1.1004 0.0 0.0 0.0 -0.33
H -2.2396 -8.5533 0.9240 0.0 0.0 0.0 0.14
H -1.0156 -7.5830 -2.3196 0.0 0.0 0.0 0.23
H -1.8176 -6.7975 -0.9753 0.0 0.0 0.2 0.21
H 2.4895 -5.3119 -0.4825 0.0 0.0 0.0 0.16
F -1.9204 3.9596 -1.3734 0.1 0.1 0.0 -0.33
C -3.1591 4.4201 -1.1031 -0.2 -0.2 0.1 0.52
F -3.9999 3.9290 -2.0401 0.0 0.0 0.0 -0.32
C -3.2019 5.9490 -1.1567 0.3 0.1 -0.2 0.60
F -2.9208 6.3731 -2.4053 0.0 0.0 0.0 -0.31
F -4.5003 6.2724 -0.8854 -0.1 0.0 0.0 -0.33
C -2.3623 6.7238 -0.1276 -0.1 0.3 0.5 -0.13
O -1.1135 7.2335 -0.5562 -0.1 -0.3 -0.5 -0.51
C 0.0565 6.5519 -0.3835 -0.1 0.3 0.2 0.85
F -0.1040 5.4174 0.3183 -0.1 -0.2 0.0 -0.32
F 0.8890 7.3455 0.3298 0.0 0.0 0.1 -0.32
C 0.7576 6.2898 -1.7220 0.0 0.0 -0.1 0.50
F -0.0197 5.5355 -2.5207 0.0 0.0 0.0 -0.32
F 1.9050 5.6168 -1.4804 0.0 0.0 -0.1 -0.32
H -3.4743 4.0543 -0.1223 0.0 0.0 0.0 0.15
H -2.9530 7.6145 0.0813 0.0 0.0 0.0 0.23
H -2.2738 6.1735 0.8093 0.0 -0.2 -0.1 0.21
H 0.9829 7.2350 -2.2185 0.0 0.0 0.0 0.15
```
Forces are in eV/Å.

Its SMILES is [H]/N=C(/C)C[C@@H]1C[C@@H](CCO)NC1=O.FC(F)C(F)(F)COC(F)(F)C(F)F.FC(F)C(F)(F)COC(F)(F)C(F)F. As for the net charge: 0. Its gap between HOMO and LUMO is 9.91 eV. The value obtained for the energy above the lowest of the compared OMol25 structures with the same formula, charge and spin is 0.0 kJ/mol.


No. 4
The following is a DFT calculation (wB97M-V/def2-TZVPD) of a structure of composition C31H37ClFeN5O3.

XYZ file:
```
78
Properties=species:S:1:pos:R:3:forces:R:3:mulliken_charge:R:1
Fe -0.0087 -0.1343 -0.3643 -0.3 0.3 -0.5 1.84
C -2.5576 1.2047 2.5917 0.0 0.1 0.1 -0.43
C -2.4026 2.5214 1.8217 0.1 -0.1 -0.1 -0.71
C -1.5382 2.4368 0.5400 -0.2 -0.1 0.1 -1.35
N -1.7107 1.1908 -0.1925 0.7 0.1 0.3 0.39
C -2.8811 0.8490 -0.6470 -0.2 0.0 0.0 0.24
C -3.9859 1.7374 -0.7380 0.0 0.0 -0.1 -0.66
C -5.3361 1.4887 -0.8789 0.0 -0.1 0.1 -0.44
C -6.0166 0.2771 -0.8922 -0.1 0.0 0.0 -0.55
C -5.4265 -0.9774 -0.9406 0.1 0.0 -0.1 -0.67
C -4.1021 -1.3275 -1.1344 0.0 0.1 0.1 -0.49
C -2.9262 -0.5267 -1.2118 -0.1 0.0 0.0 1.15
N -1.7730 -0.9384 -1.6620 0.5 -0.2 0.0 -0.54
C -1.7328 -2.1612 -2.4393 -0.1 0.1 0.1 -1.74
C -1.3030 -3.3907 -1.6484 0.1 0.1 0.0 -0.07
C 0.1147 -3.2344 -1.1065 -0.1 -0.1 0.0 -1.61
N 0.1585 -2.3200 0.0227 0.1 0.2 -0.1 0.85
C 0.1724 -2.7530 1.2251 0.1 -0.1 0.1 0.52
C -0.0664 -4.1437 1.5750 0.0 0.0 0.0 -0.87
C 0.3121 -4.8401 2.6860 0.1 0.0 0.0 -0.69
C 1.1544 -4.4243 3.7312 0.0 0.1 0.0 -0.33
C 1.6393 -3.1279 3.9713 -0.1 0.0 0.0 -0.59
C 1.2603 -1.9481 3.3951 0.0 0.0 0.0 -0.73
C 0.3663 -1.6946 2.2765 0.0 -0.2 0.0 0.93
N -0.1688 -0.5669 1.9990 -0.2 0.2 0.1 0.30
C -0.0832 0.5682 2.9057 0.0 0.1 0.1 -0.80
C -1.4285 0.8781 3.5610 -0.1 -0.1 -0.1 -1.29
H -2.6624 0.3811 1.8848 -0.1 0.0 0.0 0.06
H -3.4865 1.2508 3.1650 0.0 0.0 0.0 0.36
H -1.9801 3.2964 2.4697 0.0 0.0 0.0 0.52
H -3.4026 2.8496 1.5398 0.0 0.1 0.0 0.42
H -0.4798 2.4952 0.7986 0.0 0.1 0.0 0.14
H -1.7540 3.3136 -0.0843 0.0 0.0 0.0 0.50
H -3.7104 2.7846 -0.6770 0.0 0.0 0.0 0.37
H -5.9620 2.3749 -0.9191 0.0 0.0 0.0 0.34
H -7.0985 0.3141 -0.8600 0.0 0.0 0.0 0.32
H -6.1128 -1.8168 -0.8747 0.0 0.0 0.0 0.33
H -3.9170 -2.3927 -1.2002 0.0 0.0 0.0 0.22
H -0.9996 -2.0090 -3.2386 0.0 0.0 0.0 0.48
H -2.7000 -2.3615 -2.9119 0.0 0.0 -0.1 0.64
H -1.3350 -4.2604 -2.3101 0.0 0.0 0.0 0.38
H -1.9922 -3.5672 -0.8167 0.0 -0.1 0.0 0.24
H 0.7469 -2.7963 -1.8809 0.1 0.0 0.0 0.25
H 0.5380 -4.2055 -0.8444 0.1 0.0 0.0 0.67
H -0.6344 -4.7006 0.8409 0.0 0.0 0.0 0.36
H -0.0140 -5.8730 2.7248 0.0 0.0 0.0 0.37
H 1.4725 -5.1914 4.4264 0.0 0.0 0.0 0.35
H 2.3603 -3.0385 4.7756 0.0 0.0 0.0 0.38
H 1.7125 -1.0636 3.8192 0.0 0.0 0.0 0.28
H 0.2546 1.4177 2.3183 0.0 0.0 0.0 0.01
H 0.6442 0.4304 3.7052 0.1 0.0 0.0 0.76
H -1.2693 1.7177 4.2444 0.0 0.0 0.0 0.40
H -1.7271 0.0182 4.1692 0.1 0.0 0.0 0.38
N 0.6796 1.4235 -1.9911 -0.2 -0.2 0.1 -0.64
H -0.0875 1.8892 -2.4613 0.0 0.0 0.0 0.23
H 1.2525 0.9471 -2.6774 0.0 0.0 0.0 0.21
H 1.2637 2.1247 -1.5449 0.0 0.0 0.0 -0.07
C 5.0459 1.0678 -3.6155 0.0 0.1 0.1 -1.38
C 4.4030 2.1285 -2.7652 0.0 0.0 -0.1 1.03
C 3.9325 3.3149 -3.3077 0.0 0.0 0.0 -0.79
C 3.2996 4.2552 -2.5069 0.0 0.0 0.0 0.32
Cl 2.6944 5.7226 -3.2232 0.0 0.0 0.0 -0.24
C 3.1348 4.0330 -1.1541 0.0 0.0 0.0 -0.91
C 3.6144 2.8543 -0.5940 0.0 0.1 0.1 -0.59
C 4.2483 1.9131 -1.3918 0.0 0.1 -0.1 0.72
O 4.7655 0.7474 -0.9153 0.1 -0.1 0.0 -0.47
C 4.1297 0.1717 0.2213 0.0 0.0 0.0 -0.82
C 2.6264 0.0597 -0.0266 0.0 0.2 -0.1 0.48
O 1.8494 0.7526 0.6870 -0.2 -0.3 0.1 -0.48
O 2.2397 -0.6580 -0.9696 -0.1 -0.2 0.0 -0.63
H 4.9892 1.3310 -4.6711 0.0 0.0 0.0 0.41
H 4.5499 0.1091 -3.4562 0.0 0.0 0.0 0.25
H 6.0937 0.9308 -3.3416 0.0 0.0 0.0 0.32
H 4.0525 3.5059 -4.3671 0.0 0.0 0.0 0.37
H 2.6403 4.7721 -0.5377 0.0 0.0 0.0 0.44
H 3.4664 2.6701 0.4616 0.0 0.0 -0.1 0.37
H 4.3265 0.7427 1.1295 0.0 0.1 0.0 0.31
H 4.5678 -0.8196 0.3090 0.0 0.0 0.1 0.40
```
Forces are in eV/Å.

As for the net charge: 0. Its gap between HOMO and LUMO (spin up / spin down) is 6.39 / 4.30 eV. Its spin multiplicity is 6. The value obtained for the energy above the lowest of the compared OMol25 structures with the same formula, charge and spin is 66.1 kJ/mol.


no.,electronic energy (eV)
1,-137763.709
2,-34282.108
3,-74742.162
4,-93249.571